# 1
{"formula": "C10H11N2PS2", "method": "ωB97M-V/def2-TZVPD", "e_homo_ev": [-8.74, -8.74], "orbital_gap_ev": [7.7, 7.7], "relative_energy_kj_mol": 230.08, "lumo_energy_ev": [-0.996, -0.995], "elements": ["C", "C", "C", "C", "C", "C", "C", "C", "C", "C", "N", "N", "P", "S", "S", "H", "H", "H", "H", "H", "H", "H", "H", "H", "H", "H"], "coordinates": [[-0.32758, -1.78958, 2.16394], [-2.01434, -0.42169, 1.16632], [0.70071, -1.04714, 1.61719], [-1.00074, 0.40334, 0.60386], [0.47650, 2.28631, -3.42848], [0.53474, 0.85176, -3.39529], [1.11176, 2.66942, -2.30539], [-1.67009, -1.55407, 1.92212], [0.29184, 0.04523, 0.91137], [-2.73384, -2.46992, 2.41127], [1.21881, 0.48079, -2.31906], [1.63375, 1.58438, -1.73795], [2.21077, 1.45410, -0.12928], [2.92667, 3.19069, 0.42563], [3.77303, 0.00924, -0.48294], [-0.26613, -2.62722, 2.76554], [-3.04569, -0.39434, 1.02508], [1.85771, -1.27832, 1.69409], [-1.10810, 1.31481, 0.01484], [-0.06375, 2.68387, -4.23957], [0.07317, 0.18839, -4.15955], [1.29413, 3.58459, -1.76549], [-3.53861, -1.82667, 2.65447], [-2.80117, -3.26239, 1.63719], [-2.58560, -2.93060, 3.34876], [3.05205, -1.14499, -0.39868]], "mulliken_charge": [-0.359, -0.530, -0.526, -0.650, -0.719, -0.078, -0.222, 0.600, 0.372, -1.515, -0.688, 0.609, 0.424, -0.368, -0.255, 0.432, 0.442, 0.199, 0.422, 0.407, 0.358, 0.327, 0.441, 0.271, 0.432, 0.174]}


# 2
{"formula": "C5H13NOSi2", "method": "ωB97M-V/def2-TZVPD", "e_homo_ev": -7.83, "orbital_gap_ev": 8.5, "relative_energy_kj_mol": 269.03, "lumo_energy_ev": 0.638, "smiles": "C=[Si](CCC)O[SiH3].C#N", "elements": ["C", "Si", "C", "C", "C", "O", "Si", "H", "H", "H", "H", "H", "H", "H", "H", "H", "H", "H", "H", "C", "N", "H"], "coordinates": [[1.59706, -0.69872, -3.00538], [0.65441, -0.34150, -1.44730], [-0.68221, -1.25970, -0.46512], [-0.51925, -1.43309, 1.07352], [-1.86100, -2.11269, 1.53113], [0.95909, 1.13039, -0.65535], [1.95825, 2.37516, -0.74089], [1.52092, -1.70864, -3.42797], [2.42953, -0.03072, -3.14653], [-1.65696, -0.81924, -0.58555], [-0.77125, -2.12821, -1.04636], [-0.36544, -0.54431, 1.65748], [0.17557, -2.18444, 1.32374], [-2.66945, -1.28679, 1.40083], [-2.14775, -2.88604, 0.85656], [-2.02389, -2.38322, 2.65625], [1.89091, 3.18436, -1.91868], [3.38452, 1.84917, -0.72014], [1.50372, 2.94709, 0.53545], [-1.05297, 2.77827, 1.99226], [-1.03008, 1.77201, 2.52078], [-1.29371, 3.78084, 1.61128]], "mulliken_charge": [-0.869, 0.369, -0.911, -0.151, -1.202, 0.062, 0.243, 0.244, 0.230, 0.418, 0.449, 0.282, 0.323, 0.268, 0.356, 0.307, -0.122, -0.106, -0.170, 0.059, -0.357, 0.280]}


# 3
{"formula": "C2H5OP", "method": "ωB97M-V/def2-TZVPD", "e_homo_ev": [-9.47, -9.44], "orbital_gap_ev": [8.2, 8.1], "relative_energy_kj_mol": 360.66, "lumo_energy_ev": [-1.315, -1.310], "elements": ["C", "C", "O", "P", "H", "H", "H", "H", "H"], "coordinates": [[0.56708, 0.12538, -0.27507], [-0.57778, 0.83438, 0.30983], [-1.85428, -0.85401, 0.32659], [1.74567, -0.47906, 0.68399], [0.70083, 0.03915, -1.35335], [-1.24660, 1.36894, -0.35882], [-0.69154, 1.09204, 1.36476], [-1.36383, -1.08987, -0.46513], [2.72045, -1.03694, -0.23280]], "mulliken_charge": [-0.170, -0.263, -0.639, -0.125, 0.402, 0.204, 0.261, 0.307, 0.024]}


# 4
{"formula": "C22H27IN3O9Ru", "method": "ωB97M-V/def2-TZVPD", "total_charge": -2, "e_homo_ev": [-1.27, -2.33], "s2": 8.76, "orbital_gap_ev": [4.9, 5.9], "relative_energy_kj_mol": 0.00, "lumo_energy_ev": [3.588, 3.588], "multiplicity": 6, "elements": ["Ru", "O", "C", "C", "N", "C", "C", "O", "O", "C", "C", "O", "O", "H", "H", "H", "H", "H", "H", "H", "H", "H", "I", "C", "C", "N", "N", "C", "H", "H", "H", "C", "C", "C", "C", "C", "H", "H", "H", "H", "H", "H", "H", "H", "H", "H", "O", "C", "O", "C", "C", "C", "C", "O", "C", "O", "C", "C", "H", "H", "H", "H", "H"], "coordinates": [[-0.52912, 0.03418, -0.58654], [-0.36092, -3.16006, -1.76688], [0.29433, -3.62220, -0.60795], [1.40859, -2.71386, -0.10490], [1.01184, -1.48294, 0.59351], [0.24194, -1.79442, 1.80588], [-1.21273, -2.18279, 1.48041], [-1.74703, -3.07462, 2.13986], [-1.73268, -1.51398, 0.52702], [2.22715, -0.73529, 0.93122], [1.95006, 0.71444, 1.34322], [2.48928, 1.17510, 2.34692], [1.16436, 1.33795, 0.54768], [-0.97824, -2.44792, -1.54021], [0.78246, -4.56045, -0.89322], [-0.41870, -3.86390, 0.18465], [2.01627, -2.41868, -0.96350], [2.04046, -3.31677, 0.57245], [0.21010, -0.89472, 2.42759], [0.72096, -2.59272, 2.38784], [2.84667, -0.68828, 0.03165], [2.79466, -1.24103, 1.72342], [-3.14307, 3.70627, 5.94750], [-2.08955, 2.95404, 3.55712], [-0.83568, 3.23686, 3.05017], [-0.70509, 2.77781, 1.78064], [-1.83274, 2.10274, 1.47700], [-2.67452, 2.23115, 2.50518], [-0.00731, 3.76815, 3.49160], [0.15682, 2.41595, 1.29772], [-3.66151, 1.80636, 2.41268], [-1.12247, 3.31187, -1.47729], [-2.38515, 2.69505, -0.86802], [-3.20590, 3.81965, -0.21828], [-3.23395, 2.08494, -1.98702], [-2.05032, 1.55094, 0.13118], [-1.39216, 4.09806, -2.19230], [-0.52220, 2.56696, -2.00560], [-0.48817, 3.75487, -0.70787], [-3.51227, 4.55298, -0.97155], [-2.63637, 4.34679, 0.54958], [-4.10898, 3.42251, 0.25178], [-3.40293, 2.81735, -2.78316], [-4.20699, 1.77156, -1.59868], [-2.75894, 1.20550, -2.42192], [-2.94793, 0.93912, 0.25148], [-1.56352, -0.82287, -2.63311], [-0.60838, -0.34370, -3.28959], [0.42229, 0.15108, -2.76655], [-0.71680, -0.31769, -4.79885], [-1.85250, -0.82179, -5.41484], [-1.98974, -0.80429, -6.80741], [-0.94613, -0.26644, -7.51881], [-0.83694, -0.12246, -8.88839], [0.44874, 0.44636, -9.11501], [1.05401, 0.72305, -7.86261], [0.18381, 0.23723, -6.90427], [0.33597, 0.23107, -5.54401], [-2.63067, -1.22988, -4.78529], [-2.87123, -1.19073, -7.29992], [0.33328, 1.37836, -9.67529], [1.06486, -0.27121, -9.66814], [1.20626, 0.62521, -5.03958]], "lowdin_spin": [3.408, 0.003, 0.000, 0.006, 0.054, 0.005, 0.009, 0.010, 0.097, 0.003, 0.007, 0.008, 0.069, 0.001, 0.000, 0.000, 0.000, 0.002, 0.001, 0.001, 0.000, 0.002, 0.476, 0.436, 0.037, 0.011, 0.018, 0.043, 0.001, 0.002, 0.001, 0.012, 0.018, 0.004, 0.004, 0.084, 0.001, 0.006, 0.000, 0.001, 0.000, 0.000, 0.000, 0.000, 0.002, 0.004, 0.056, 0.022, 0.064, 0.002, 0.003, 0.000, 0.001, 0.001, 0.000, 0.000, 0.000, 0.002, 0.000, 0.000, 0.000, 0.000, 0.000]}


# 5
{"formula": "C9H18INS", "method": "ωB97M-V/def2-TZVPD", "e_homo_ev": -7.84, "orbital_gap_ev": 5.3, "relative_energy_kj_mol": 70.64, "lumo_energy_ev": -2.526, "elements": ["C", "C", "C", "C", "C", "C", "C", "C", "C", "N", "S", "I", "H", "H", "H", "H", "H", "H", "H", "H", "H", "H", "H", "H", "H", "H", "H", "H", "H", "H"], "coordinates": [[1.98521, -0.07089, 0.73792], [1.73130, -0.50102, -0.68608], [0.82336, -0.50958, 1.62951], [0.37114, 0.13810, -1.13343], [-0.56926, -0.24550, 1.12221], [0.10032, -0.37700, -2.48100], [0.65607, 1.67524, -1.18644], [-1.05062, 1.19132, 1.48604], [-1.58710, -1.23833, 1.80307], [-0.60897, -0.40558, -0.25836], [-3.34458, 0.44477, -1.22406], [-3.22695, -1.81334, -1.76008], [2.89050, -0.57072, 0.90303], [2.17041, 1.04043, 0.92889], [2.48703, -0.36234, -1.42770], [1.54213, -1.59175, -0.64013], [0.97955, -1.63442, 1.71361], [0.77058, 0.05921, 2.55735], [-0.96635, -0.66476, -2.75239], [0.56236, -1.34366, -2.62106], [0.58444, 0.25281, -3.25909], [-0.04011, 2.10718, -1.87322], [1.67718, 1.83075, -1.66673], [0.69349, 2.10436, -0.23989], [-1.69361, 1.49763, 0.59027], [-0.24816, 1.85540, 1.51670], [-1.60928, 1.37023, 2.50094], [-1.58778, -0.80831, 2.86826], [-1.08207, -2.24338, 1.81264], [-2.41024, -1.18684, 1.03923]], "mulliken_charge": [-0.684, -1.435, -1.055, 1.817, 1.226, -1.396, -1.849, -1.287, -1.336, -0.028, -0.266, 0.033, 0.481, 0.261, 0.557, 0.470, 0.334, 0.391, -0.041, 0.395, 0.380, 0.454, 0.320, 0.456, 0.057, 0.456, 0.370, 0.406, 0.330, 0.182]}


# 6
{"formula": "C20H32Cl4N7O4RuSSi", "method": "ωB97M-V/def2-TZVPD", "total_charge": 1, "e_homo_ev": [-10.57, -10.51], "orbital_gap_ev": [5.8, 5.8], "lumo_energy_ev": [-4.742, -4.755], "elements": ["Ru", "N", "N", "C", "N", "N", "N", "O", "O", "H", "H", "H", "H", "H", "Cl", "C", "C", "Cl", "C", "Cl", "C", "O", "C", "O", "C", "Cl", "C", "N", "C", "C", "N", "C", "S", "H", "H", "H", "H", "H", "H", "C", "Si", "C", "C", "C", "C", "C", "C", "C", "C", "H", "H", "H", "H", "H", "H", "H", "H", "H", "H", "H", "H", "H", "H", "H", "H", "H", "H", "H", "H", "H"], "coordinates": [[-0.07501, -0.51848, 0.31390], [-2.57022, -1.07713, 2.19039], [-1.94275, -1.07388, 3.42860], [-0.62586, -0.89443, 3.54745], [-0.10884, -0.89509, 4.77361], [0.09007, -0.67038, 2.42913], [1.42814, -0.62911, 2.45225], [1.84470, -0.31654, 1.31268], [2.13406, -0.82912, 3.40777], [-3.41492, -0.52314, 2.22067], [-2.75845, -2.01857, 1.86614], [-2.47100, -1.28152, 4.26552], [-0.69109, -1.03465, 5.58117], [0.89516, -0.85892, 4.87347], [-2.86246, -4.20177, -4.56401], [-1.95058, -3.06850, -3.67601], [-0.83886, -2.39199, -4.33821], [-0.52091, -2.74126, -5.97660], [-0.06971, -1.50155, -3.65950], [1.25050, -0.66076, -4.35781], [-0.36350, -1.25130, -2.29003], [0.30638, -0.44260, -1.54698], [-1.46495, -1.85973, -1.65192], [-1.68015, -1.50925, -0.44768], [-2.25978, -2.80483, -2.37734], [-3.55577, -3.55257, -1.54848], [3.05667, -5.20712, 0.54042], [3.24302, -3.95474, -0.18750], [4.39825, -3.56008, -0.85246], [4.16066, -2.34184, -1.37175], [2.86467, -2.01519, -1.01656], [2.30862, -2.99282, -0.27829], [0.72742, -3.05181, 0.37843], [3.94312, -5.81767, 0.39840], [2.18268, -5.72860, 0.15881], [2.91311, -5.00392, 1.59926], [5.26918, -4.18808, -0.90191], [4.78492, -1.68720, -1.95138], [2.38071, -1.15638, -1.24252], [-1.66049, 2.17620, 2.03831], [-0.73188, 1.84312, 0.44563], [-1.90754, 2.34626, -0.97820], [-2.99695, 1.28591, -1.16551], [-2.61538, 3.66446, -0.60402], [-1.16809, 2.53348, -2.31133], [0.88290, 2.87426, 0.51818], [0.57995, 4.35882, 0.24277], [1.90229, 2.37960, -0.52080], [1.50038, 2.80106, 1.92299], [-1.67628, 3.25362, 2.23379], [-1.19649, 1.69815, 2.90332], [-2.70125, 1.84606, 1.97448], [-3.64421, 1.21102, -0.28536], [-2.59672, 0.29856, -1.36430], [-3.63492, 1.56502, -2.01195], [-3.21136, 3.56624, 0.30471], [-3.30185, 3.94376, -1.41158], [-1.92461, 4.49272, -0.46663], [-0.58638, 1.65353, -2.59428], [-0.49066, 3.38516, -2.29383], [-1.89684, 2.71977, -3.10817], [0.21156, 4.53547, -0.76466], [1.49980, 4.94385, 0.35721], [-0.14966, 4.76603, 0.94765], [1.53332, 2.48355, -1.54210], [2.16221, 1.33167, -0.37143], [2.83228, 2.95537, -0.43860], [0.78456, 3.06221, 2.70522], [2.32768, 3.51610, 1.99083], [1.91740, 1.82147, 2.14652]], "mulliken_charge": [0.655, -0.422, -0.262, 0.573, -0.399, -0.032, 0.956, -0.673, -0.797, 0.258, 0.243, 0.158, 0.163, 0.196, -0.163, 0.474, 0.715, -0.166, -0.138, -0.189, -0.422, -0.249, 0.005, -0.421, -0.098, -0.183, -0.842, 0.177, -0.241, -0.616, 0.391, 0.118, -0.463, 0.323, 0.321, 0.325, 0.430, 0.506, -0.112, -1.459, 1.041, 2.537, -2.250, -1.910, -1.733, 2.360, -2.021, -1.794, -1.669, 0.393, 0.241, 0.259, 0.304, 0.524, 0.556, 0.309, 0.549, 0.344, 0.125, 0.316, 0.539, 0.371, 0.540, 0.368, 0.332, 0.149, 0.544, 0.295, 0.523, 0.221]}


Record order is preserved below.
Energy: -1634.7974, -907.2297, -495.6432, -2088.5529, -1104.1774, -4088.6003 Eh